No. 1
Molecular formula: C7H17N3O
Method: DFT, the ωB97M-V functional and the def2-TZVPD basis

Total charge: +2
Frontier orbital gap (spin up / spin down): 7.17 / 6.87 eV
Energy relative to the best compared isomer or geometry (same formula, charge and spin): 0.0000 eV
E: -515.529437 hartree
Multiplicity: 3
Molar mass: 159.23 g/mol
Expectation value of S²: 2.0080

Last column: Löwdin charge in e.
Element x y z (Å)
C -0.78 0.29 1.08  0.11
C -2.00 -0.17 1.30  -0.26
C -0.12 0.65 -0.22  -0.24
C 1.50 -1.15 0.30  -0.06
C 2.32 1.14 -0.03  0.02
C 1.26 -0.33 -2.02  0.00
C 1.26 0.13 -0.50  -0.53
N -2.33 -0.63 -0.90  0.11
N -2.64 -0.17 2.62  0.32
N -0.71 1.45 -1.01  0.22
O -2.75 -0.78 0.39  0.05
H -0.12 0.62 1.93  0.18
H 0.80 -2.04 0.06  0.13
H 1.42 -1.03 1.43  0.11
H 2.46 -1.50 0.07  0.08
H 2.65 1.02 0.95  0.08
H 3.13 1.06 -0.73  0.10
H 1.94 2.13 -0.16  0.09
H 2.18 -0.96 -2.21  0.13
H 1.17 0.59 -2.60  0.08
H 0.30 -0.97 -2.27  0.12
H -1.93 -1.56 -1.14  0.16
H -1.88 0.01 3.25  0.17
H -3.06 -1.13 2.74  0.22
H -3.42 0.44 2.81  0.19
H -0.11 1.76 -1.82  0.17
H -1.70 1.55 -1.31  0.17
H -3.01 -0.34 -1.51  0.11

No. 2
Molecular formula: C7H17NO
Method: DFT, the ωB97M-V functional and the def2-TZVPD basis

Frontier orbital gap (spin up / spin down): 6.26 / 7.46 eV
Energy relative to the best compared isomer or geometry (same formula, charge and spin): 6.3910 eV
E: -406.695466 hartree
Molar mass: 131.22 g/mol

Last column: Löwdin charge in e.
Element x y z (Å)
C -0.76 -0.64 1.15  -0.40
C 0.10 -1.79 1.70  -0.06
C -1.63 -1.10 -0.02  -0.06
C 0.85 1.06 1.75  -0.06
N 0.02 0.60 0.86  -0.13
H -1.45 -0.33 1.95  0.14
H -0.54 -2.65 1.88  0.08
H 0.87 -2.07 0.99  0.07
H 0.57 -1.52 2.64  0.07
H -2.31 -0.32 -0.35  0.07
H -2.25 -1.93 0.32  0.08
H -1.02 -1.45 -0.86  0.07
H 1.23 2.07 1.61  0.07
H 1.40 0.40 2.41  0.05
C -0.35 1.69 -0.53  -0.12
C 1.24 -0.10 -1.10  -0.16
C 1.02 0.05 -2.58  -0.20
O -1.00 2.72 0.14  -0.04
H -1.76 2.37 0.61  0.10
H -0.99 1.15 -1.22  0.09
H 0.54 2.13 -0.96  0.10
H 2.09 0.46 -0.71  0.05
H 1.25 -1.12 -0.76  0.03
H 0.21 -0.59 -2.93  0.06
H 0.76 1.09 -2.85  0.06
H 1.91 -0.19 -3.18  0.07

No. 3
Molecular formula: C7H17NO
Method: DFT, the ωB97M-V functional and the def2-TZVPD basis

Frontier orbital gap: 7.33 eV
Energy relative to the best compared isomer or geometry (same formula, charge and spin): 4.3373 eV
E: -406.770939 hartree
Molar mass: 131.22 g/mol

Last column: Löwdin charge in e.
Element x y z (Å)
C -0.48 -0.34 -0.25  -0.51
C 1.56 1.44 -0.15  -0.33
C 0.37 0.04 0.80  -0.04
C -1.36 -1.83 1.03  -0.14
C 0.04 -1.09 -1.45  -0.04
C 0.85 2.39 -1.07  -0.10
C -2.10 -1.22 2.19  -0.18
N 2.72 0.85 -0.74  0.01
O -1.52 0.52 -0.51  0.01
H -1.68 0.57 -1.46  0.11
H 1.84 1.93 0.79  0.10
H 2.53 0.38 -1.61  0.06
H 3.20 0.22 -0.11  0.07
H -0.07 0.64 1.59  0.10
H 1.14 -0.66 1.10  0.10
H -0.64 -2.60 1.32  0.06
H -2.03 -2.25 0.27  0.06
H 0.34 -0.39 -2.24  0.07
H -0.75 -1.71 -1.87  0.09
H 0.89 -1.72 -1.19  0.09
H -0.04 2.81 -0.60  0.08
H 0.57 1.92 -2.02  0.06
H 1.50 3.25 -1.34  0.08
H -2.85 -1.89 2.62  0.07
H -1.41 -0.95 3.00  0.06
H -2.62 -0.31 1.89  0.07

No. 4
Molecular formula: C7H17NO
Method: DFT, the ωB97M-V functional and the def2-TZVPD basis

Frontier orbital gap: 8.79 eV
Energy relative to the best compared isomer or geometry (same formula, charge and spin): 3.4693 eV
E: -406.802837 hartree
Molar mass: 131.22 g/mol

Last column: Löwdin charge in e.
Element x y z (Å)
C -0.53 -0.88 -0.08  -0.37
C -0.15 -0.03 -1.18  -0.27
C 0.68 1.28 0.01  -0.29
C -1.66 -0.47 0.82  -0.04
C 0.42 -1.87 0.53  -0.04
C -0.31 2.39 0.29  -0.11
C 1.52 0.93 1.22  -0.11
N 0.80 -0.43 -2.13  0.07
O -1.58 -1.91 -1.27  -0.21
H -1.01 -2.50 -1.79  0.00
H -0.94 0.57 -1.61  0.14
H 1.35 1.59 -0.79  0.10
H 1.33 -1.26 -1.92  0.07
H 0.43 -0.47 -3.07  0.09
H -2.25 -1.36 1.04  0.10
H -1.30 -0.05 1.76  0.08
H -2.34 0.24 0.33  0.09
H 0.69 -1.61 1.56  0.08
H -0.08 -2.84 0.58  0.09
H 1.35 -2.01 -0.03  0.08
H -0.98 2.15 1.12  0.06
H 0.23 3.30 0.58  0.08
H -0.91 2.65 -0.58  0.07
H 2.08 1.81 1.54  0.08
H 0.91 0.63 2.08  0.07
H 2.26 0.16 1.00  0.07

No. 5
Molecular formula: C7H17NO2
Method: DFT, the ωB97M-V functional and the def2-TZVPD basis

Frontier orbital gap: 9.95 eV
Energy relative to the best compared isomer or geometry (same formula, charge and spin): 2.4586 eV
E: -482.087984 hartree
Molar mass: 147.22 g/mol
SMILES: C=CC(=C)C[C@H](C)N.O.O

Last column: Löwdin charge in e.
Element x y z (Å)
C -1.98 -1.65 -0.21  -0.06
C -0.54 -1.25 -0.43  -0.44
C -0.39 0.25 -0.09  -0.17
C 1.01 0.77 -0.26  -0.33
C 1.55 1.64 0.58  0.06
C 1.59 0.53 -2.67  0.02
C 1.82 0.26 -1.40  -0.16
N 0.29 -2.08 0.41  0.04
H -2.33 -1.41 0.80  0.08
H -2.17 -2.69 -0.44  0.08
H -2.65 -1.02 -0.80  0.08
H -0.21 -1.34 -1.47  0.12
H -1.02 0.82 -0.78  0.13
H -0.84 0.48 0.88  0.08
H 1.01 2.05 1.42  0.06
H 2.50 2.13 0.39  0.07
H 0.80 1.13 -3.12  0.07
H 2.16 0.06 -3.46  0.06
H 2.51 -0.55 -1.19  0.11
H 1.29 -2.11 0.30  0.08
H -0.11 -2.89 0.85  0.07
H -1.60 2.23 1.41  0.01
H -1.09 3.18 0.32  0.03
O -1.74 3.09 1.02  -0.05
H 0.65 -0.54 2.13  0.00
H -0.63 -0.85 2.93  0.03
O 0.12 -0.24 2.87  -0.07

No. 6
Molecular formula: C7H17NO3Si
Method: DFT, the ωB97M-V functional and the def2-TZVPD basis

Frontier orbital gap: 8.31 eV
Energy relative to the best compared isomer or geometry (same formula, charge and spin): 1.9177 eV
E: -846.725986 hartree
Molar mass: 191.30 g/mol

Last column: Löwdin charge in e.
Element x y z (Å)
C 3.61 0.65 -0.50  -0.03
C 1.68 2.14 -0.09  -0.07
C -1.99 0.00 1.89  -0.16
C -2.33 -2.33 -0.13  -0.16
C -3.08 0.81 -0.90  -0.13
C 2.19 0.76 0.17  -0.36
C 1.34 -0.29 -0.49  0.01
N 1.07 -1.58 0.05  -0.40
O 1.08 -2.39 -0.87  0.08
O 1.03 -1.86 1.22  0.12
O -0.51 0.06 -0.61  -0.24
Si -1.92 -0.51 -0.03  0.44
H 4.03 -0.36 -0.43  0.09
H 4.34 1.25 -0.15  0.03
H 3.50 0.87 -1.63  0.12
H 1.93 2.41 -1.18  0.12
H 0.70 2.22 0.29  0.07
H 2.32 2.86 0.41  0.08
H -2.73 0.67 2.30  0.01
H -1.94 -0.90 2.52  0.01
H -1.09 0.54 2.14  0.00
H -1.90 -2.76 0.73  0.00
H -3.32 -2.70 -0.28  0.02
H -1.71 -2.82 -0.92  0.05
H -2.41 1.40 -1.56  0.04
H -3.82 0.25 -1.45  0.01
H -3.53 1.36 -0.19  -0.04
H 2.12 0.60 1.23  0.14
H 1.35 -0.33 -1.54  0.14

No. 7
Molecular formula: C7H17NOS
Method: DFT, the ωB97M-V functional and the def2-TZVPD basis

Frontier orbital gap: 9.61 eV
Energy relative to the best compared isomer or geometry (same formula, charge and spin): 3.7309 eV
E: -804.974625 hartree
Molar mass: 163.29 g/mol

Last column: Löwdin charge in e.
Element x y z (Å)
C -4.37 0.35 -0.60  -0.13
C 3.45 1.12 1.07  -0.07
C 1.59 1.02 -0.52  -0.08
C 2.00 -2.15 -0.18  -0.01
C -3.62 0.28 0.74  -0.38
C 2.40 0.18 0.43  -0.43
C 2.78 -1.08 -0.27  -0.16
N -1.58 -1.07 -0.57  -0.15
O -1.48 1.40 -0.28  -0.52
S -1.79 0.25 0.56  0.84
H -4.66 -0.66 -0.99  0.10
H -5.19 0.95 -0.73  0.04
H -3.65 0.72 -1.25  0.03
H 3.10 1.99 1.66  0.09
H 4.00 0.41 1.75  0.08
H 4.23 1.52 0.44  0.06
H 2.07 1.29 -1.45  0.09
H 1.28 1.88 -0.04  0.05
H 0.66 0.44 -0.74  0.04
H -0.91 -0.81 -1.35  0.09
H 1.15 -2.37 0.44  0.05
H 2.40 -2.95 -0.94  0.09
H -3.91 -0.59 1.30  0.06
H -3.79 1.07 1.49  0.09
H 1.78 -0.11 1.17  0.09
H 3.56 -1.18 -0.99  0.09
H -1.50 -1.91 -0.18  -0.03

No. 8
Molecular formula: C7H17NOSi
Method: DFT, the ωB97M-V functional and the def2-TZVPD basis

Frontier orbital gap (spin up / spin down): 6.82 / 7.55 eV
Energy relative to the best compared isomer or geometry (same formula, charge and spin): 4.6006 eV
E: -696.248665 hartree
Molar mass: 159.31 g/mol

Last column: Löwdin charge in e.
Element x y z (Å)
C -0.74 -3.28 0.38  -0.06
C -1.06 -2.01 0.03  -0.24
C -0.44 2.29 -2.14  -0.19
C -1.66 0.75 1.76  -0.14
C 0.53 1.49 1.90  -0.17
C 2.61 -1.41 -0.36  -0.15
C -0.33 0.82 -2.52  -0.07
N -0.31 0.47 1.46  -0.38
O 1.62 -1.01 0.51  -0.28
Si 0.09 -0.62 0.24  0.56
H -1.51 -4.04 0.18  0.05
H 0.18 -3.70 0.73  0.04
H -2.12 -2.02 -0.51  0.10
H -0.97 2.46 -1.20  0.04
H 0.50 2.71 -2.07  0.03
H -1.09 2.78 -2.86  0.06
H -1.84 1.68 1.13  0.09
H -2.32 -0.11 1.44  0.09
H -1.55 1.09 2.88  0.12
H 0.41 1.70 3.00  0.10
H 1.64 1.27 1.77  0.10
H 0.31 2.41 1.35  0.08
H 2.95 -2.43 0.02  0.10
H 3.45 -0.61 -0.13  0.12
H 2.19 -1.41 -1.36  0.06
H 0.59 0.32 -2.64  -0.04
H -1.14 0.41 -2.96  -0.03

- The highest energy relative to the best compared isomer or geometry (same formula, charge and spin) belongs to which entry?
  number 2